{
  "formula": "CH18O8",
  "method": "the ωB97M-V functional and the def2-TZVPD basis",
  "e_homo_ev": -10.4162,
  "max_force_ev_per_a": 0.70,
  "homo_lumo_gap_ha": 0.3756,
  "de_lowest_kcal_mol": 0.3,
  "multiplicity": 1,
  "energy_ha": -650.79622,
  "smiles": "CO.O.O.O.O.O.O.O",
  "symbols": ["O", "H", "H", "O", "H", "H", "O", "H", "H", "O", "H", "H", "O", "H", "H", "O", "H", "H", "O", "H", "H", "C", "O", "H", "H", "H", "H"],
  "positions_angstrom": [[19.671, 9.847, 1.635], [19.139, 9.222, 1.120], [20.537, 9.841, 1.217], [17.295, 8.220, 1.468], [17.528, 8.672, 2.286], [16.894, 8.906, 0.919], [17.889, 8.119, 5.237], [17.055, 8.600, 5.179], [18.563, 8.794, 5.101], [17.515, 5.437, 1.643], [18.087, 5.619, 2.393], [17.234, 6.312, 1.336], [16.250, 10.880, 1.306], [15.351, 11.225, 1.290], [16.802, 11.645, 1.505], [18.851, 10.580, 4.200], [19.123, 10.180, 3.354], [19.615, 11.091, 4.483], [15.951, 10.102, 4.488], [16.842, 10.325, 4.184], [15.371, 10.428, 3.797], [17.271, 11.175, -1.971], [16.238, 11.014, -2.914], [17.436, 10.223, -1.472], [18.214, 11.498, -2.421], [16.964, 11.917, -1.229], [15.943, 11.858, -3.262]],
  "forces_ev_per_a": [[0.01, -0.03, -0.33], [-0.07, -0.14, 0.14], [0.06, 0.04, 0.12], [0.39, 0.26, -0.41], [-0.34, -0.20, 0.25], [-0.24, 0.08, 0.19], [0.12, -0.29, -0.10], [-0.07, -0.10, 0.06], [-0.12, 0.08, 0.11], [-0.07, -0.09, -0.24], [-0.05, 0.05, 0.07], [0.15, -0.19, 0.27], [-0.06, 0.19, 0.14], [-0.03, -0.05, -0.12], [0.08, -0.05, -0.02], [0.02, -0.11, -0.21], [0.22, 0.22, -0.01], [-0.07, 0.09, 0.07], [0.11, 0.08, -0.02], [0.01, 0.27, 0.17], [-0.09, -0.11, -0.08], [-0.07, 0.56, 0.17], [-0.23, -0.57, -0.34], [-0.11, -0.02, -0.07], [0.01, -0.02, -0.09], [0.24, -0.07, 0.20], [0.18, 0.13, 0.09]]
}